(1)
Entry from the OMol25 dataset: a cluster of 2 separate species, C2H5O3S in total (the ωB97M-V functional and the def2-TZVPD basis).

Last column: natural (NBO) charge in e.
CARTESIAN COORDINATES (ANGSTROEM)
C (0.63362, -1.17964, 0.80019)  -0.7006
C (0.55413, -0.23640, -0.40972)  0.1695
O (-0.22002, 2.87925, 0.03756)  -1.0449
O (-1.85029, 1.08026, -0.68925)  -0.9538
O (-0.21406, -0.57740, -1.36833)  -0.7705
S (-0.88232, 1.62563, 0.41728)  1.0778
H (-0.07609, -1.89152, 0.38427)  0.2247
H (1.54695, -1.78475, 1.06366)  0.1771
H (0.40090, -0.75427, 1.69250)  0.2064
H (1.38467, 0.49562, -0.66421)  0.1307
H (-1.27750, 0.34322, -1.26395)  0.4836

Values from the calculation:
2S+1: 1
Net charge: -1
LUMO level (eV): 4.06
Kohn-Sham gap (Ha): 0.233

=====

(2)
Entry from the OMol25 dataset: the ion C2H5O3S with charge -1 (the ωB97M-V functional and the def2-TZVPD basis).

Last column: natural (NBO) charge in e.
CARTESIAN COORDINATES (ANGSTROEM)
C (-1.40377, -0.36512, 0.43434)  -0.6402
C (-0.12631, 0.08819, -0.33642)  -0.1155
O (2.15964, -0.97454, -1.19965)  -1.0607
O (2.20757, 0.48137, 0.83902)  -1.0604
O (-0.02070, 1.49024, -0.06595)  -0.7566
S (1.56524, -0.72301, 0.16538)  1.4001
H (-2.19577, 0.36400, 0.52845)  0.2021
H (-1.73379, -1.15850, -0.16143)  0.1925
H (-1.19004, -0.69632, 1.44722)  0.1986
H (-0.22654, -0.15035, -1.46812)  0.1479
H (0.96448, 1.64406, -0.18284)  0.4921

Values from the calculation:
2S+1: 1
Net charge: -1
LUMO level (eV): 4.13
Kohn-Sham gap (Ha): 0.276

=====

(3)
Entry from the OMol25 dataset: the ion C2H5O3S with charge -1 (the ωB97M-V functional and the def2-TZVPD basis).

Last column: natural (NBO) charge in e.
CARTESIAN COORDINATES (ANGSTROEM)
C (-0.44561, -0.22487, 0.54052)  -0.6560
C (0.61757, 0.15585, -0.48409)  -0.1525
O (2.89302, -1.05602, -0.73561)  -1.0580
O (2.72539, 1.08314, 0.52188)  -1.0624
O (0.56135, 1.54219, -0.58586)  -0.7717
S (2.20164, -0.31204, 0.32449)  1.4507
H (-0.64361, 0.49764, 1.36297)  0.2173
H (-1.47735, -0.26499, 0.01890)  0.1850
H (-0.17943, -1.31369, 0.86764)  0.1956
H (0.51155, -0.39958, -1.62621)  0.1634
H (1.35115, 1.69589, -0.01004)  0.4885

Values from the calculation:
2S+1: 1
Net charge: -1
LUMO level (eV): 4.15
Kohn-Sham gap (Ha): 0.280

=====

(4)
Entry from the OMol25 dataset: a structure of composition C2H5OP (the ωB97M-V functional and the def2-TZVPD basis).

Last column: natural (NBO) charge in e.
CARTESIAN COORDINATES (ANGSTROEM)
C (0.09480, 1.01961, -0.15731)  -0.7245
C (-0.02521, -0.99808, -0.27585)  -0.7641
O (-2.67237, -0.08155, -0.28745)  -1.0486
P (-1.35645, 0.02215, 0.30175)  1.7296
H (0.78205, 1.48515, 0.47569)  0.2296
H (0.10495, 1.12127, -1.14039)  0.2062
H (0.13919, -1.31597, -1.27806)  0.2494
H (0.67547, -1.18992, 0.52113)  0.2345
H (-1.31901, 0.18564, 1.61899)  -0.1122

Values from the calculation:
2S+1: 1
Net charge: 0
LUMO level (eV): 0.77
Kohn-Sham gap (Ha): 0.386

=====

(5)
Entry from the OMol25 dataset: a cluster of 2 separate species, C2H5OP in total (the ωB97M-V functional and the def2-TZVPD basis).

Last column: natural (NBO) charge in e.
CARTESIAN COORDINATES (ANGSTROEM)
C (0.24436, 1.22818, -0.49627)  -0.1400
C (-0.06559, 0.08505, 0.28843)  -0.1631
O (1.20405, 0.49157, 0.26179)  -0.4902
P (-0.68443, -1.44481, -0.38882)  0.2904
H (0.35325, 1.21666, -1.53515)  0.1916
H (0.10103, 2.15810, 0.01702)  0.1911
H (-0.59805, 0.49188, 1.63624)  0.1206
H (-1.17338, -2.35087, 0.71552)  0.0099
H (0.61875, -1.87577, -0.49874)  -0.0105

Values from the calculation:
2S+1: 1
Net charge: 0
LUMO level (eV): 0.90
Kohn-Sham gap (Ha): 0.370

=====

(6)
Entry from the OMol25 dataset: a cluster of 2 separate species, C2H5OPS2 in total (the ωB97M-V functional and the def2-TZVPD basis).

Last column: natural (NBO) charge in e.
CARTESIAN COORDINATES (ANGSTROEM)
C (0.41346, 1.75069, -0.57442)  -0.3362
C (0.59476, 0.59447, 0.10440)  -0.5480
O (-0.75787, -1.35825, 1.08314)  -1.0362
P (-0.34094, -0.91870, -0.39792)  1.0266
S (-3.06912, 0.55393, -0.32279)  -0.0977
S (1.36290, -2.14336, -0.67429)  -0.3152
H (0.56180, 2.86894, -0.41932)  0.2261
H (-0.21041, 1.56852, -1.39303)  0.1883
H (0.93716, 0.47085, 1.11607)  0.2169
H (-1.54164, -2.00460, 1.28576)  0.5360
H (2.04990, -1.38249, 0.19239)  0.1395

Values from the calculation:
2S+1: 1
Net charge: 0
LUMO level (alpha / beta) (eV): -2.60 / -2.47
Kohn-Sham gap (alpha / beta) (Ha): 0.245 / 0.247

=====

(7)
Entry from the OMol25 dataset: a cluster of 2 separate species, C2H5P in total (the ωB97M-V functional and the def2-TZVPD basis).

Last column: natural (NBO) charge in e.
CARTESIAN COORDINATES (ANGSTROEM)
C (-0.35267, 0.90454, 1.17170)  -0.9100
C (0.26656, -0.71918, -0.88245)  -0.9081
P (0.56194, -0.39951, 0.89239)  0.7373
H (-0.22579, 1.27728, 2.16783)  0.2203
H (-1.24169, 1.45383, 0.65216)  0.2297
H (-0.22063, 0.20236, -1.23151)  0.2238
H (1.58462, -1.15074, -1.70773)  0.1846
H (-0.37235, -1.56859, -1.06238)  0.2225

Values from the calculation:
2S+1: 1
Net charge: 0
LUMO level (eV): 0.27
Kohn-Sham gap (Ha): 0.359

=====

(8)
Entry from the OMol25 dataset: a structure of composition C2H5P (the ωB97M-V functional and the def2-TZVPD basis).

Last column: natural (NBO) charge in e.
CARTESIAN COORDINATES (ANGSTROEM)
C (-2.20394, 0.07530, 0.28468)  -0.4285
C (1.88056, -0.00416, 0.28693)  -0.8301
P (0.20829, -0.04652, 0.16043)  0.5929
H (-2.57220, -0.98097, 0.49052)  0.1324
H (-2.31049, 0.24580, -0.70839)  0.0901
H (2.53211, 0.58951, -0.43986)  0.2431
H (2.37833, -0.56705, 1.09168)  0.2263
H (0.08734, 0.68810, -1.16599)  -0.0261

Values from the calculation:
2S+1: 1
Net charge: 0
LUMO level (eV): -0.65
Kohn-Sham gap (Ha): 0.290

=====

Calculated energy above the lowest of the compared OMol25 structures with the same formula, charge and spin (kJ/mol), listed in the same order as above: 131.8; 35.0; 78.0; 191.9; 356.2; 390.0; 209.5; 469.7